DFT (ωB97M-V/def2-TZVPD) results for a structure of composition C16H16As2Cl5Pt.

Positions of all 40 atoms, in Å:
Pt: -0.10 0.00 -1.52
C: -3.72 0.49 -1.09
As: -2.00 1.25 -0.64
C: -2.24 3.15 -0.88
C: -1.86 1.06 1.28
C: -2.88 1.44 2.14
C: -2.70 1.36 3.51
C: -1.50 0.91 4.03
C: -0.47 0.52 3.18
C: -0.66 0.59 1.81
As: 0.73 -0.01 0.61
C: 2.23 1.16 0.90
C: 1.28 -1.74 1.25
H: -4.52 1.13 -0.72
H: -3.80 -0.50 -0.64
H: -3.81 0.41 -2.17
H: -3.02 3.50 -0.21
H: -2.52 3.35 -1.91
H: -1.31 3.66 -0.66
H: -3.82 1.80 1.74
H: -3.50 1.65 4.18
H: -1.35 0.86 5.10
H: 0.46 0.17 3.60
H: 2.64 0.94 1.89
H: 1.90 2.19 0.85
H: 2.98 0.97 0.13
H: 1.56 -1.66 2.30
H: 2.13 -2.08 0.65
H: 0.45 -2.44 1.13
Cl: 2.78 1.06 -2.85
C: 2.62 -0.66 -2.70
C: 1.45 -1.17 -2.14
C: 1.33 -2.55 -2.08
Cl: -0.14 -3.23 -1.42
C: 2.32 -3.41 -2.53
Cl: 2.13 -5.11 -2.43
C: 3.49 -2.87 -3.07
Cl: 4.73 -3.90 -3.63
C: 3.64 -1.48 -3.16
Cl: 5.06 -0.81 -3.85

energy: -204382.0327 eV
lowest unoccupied orbital energy: -0.166 Ha
gap between HOMO and LUMO: 0.26180 Eh
charge: +1
multiplicity: 1
ΔE to the lowest compared entry with this formula, charge and spin: 0.5078 eV
highest occupied orbital energy: -11.64 eV

DFT (ωB97M-V/def2-TZVPD) results for a cluster of 2 separate species, C3H10NO in total at a distorted geometry.

Positions of all 15 atoms, in Å:
O: 3.14 -0.25 -0.58
C: 1.92 -0.68 -0.12
C: 1.16 0.72 0.05
N: 0.02 0.53 0.77
C: -3.29 0.00 -0.12
H: 3.75 -0.96 -0.83
H: 1.89 -1.24 0.83
H: 1.39 -1.24 -0.89
H: 1.88 1.41 0.52
H: 0.93 1.15 -0.93
H: 0.31 0.46 1.77
H: -3.48 1.07 -0.08
H: -3.83 -0.52 0.66
H: -3.57 -0.43 -1.08
H: -2.21 -0.04 0.02

energy: -6798.3890 eV
lowest unoccupied orbital energy: -0.350 Ha
gap between HOMO and LUMO: 0.23301 Eh
charge: +1
multiplicity: 1
ΔE to the lowest compared entry with this formula, charge and spin: 5.9217 eV
highest occupied orbital energy: -15.86 eV

DFT (ωB97M-V/def2-TZVPD) results for a structure of composition C2H4LiMnO at a distorted geometry.

Positions of all 9 atoms, in Å:
O: -0.30 -0.48 -1.17
Mn: -1.88 -0.17 -1.96
C: 0.40 0.33 -0.30
C: 0.08 0.24 1.14
H: 1.34 0.74 -0.69
H: -0.58 -0.56 1.50
H: 0.84 0.64 1.81
Li: 0.63 -2.00 -0.82
H: -0.53 1.26 0.49

energy: -35690.2820 eV
lowest unoccupied orbital energy (spin up / spin down): -0.382 / -0.378 Ha
gap between HOMO and LUMO (spin up / spin down): 0.19165 / 0.42976 Eh
charge: +2
multiplicity: 7
highest occupied orbital energy (spin up / spin down): -15.60 / -21.98 eV

DFT (ωB97M-V/def2-TZVPD) results for a structure of composition C62H68GeN6O3PSSbV at a distorted geometry.

Positions of all 144 atoms, in Å:
V: -2.06 -0.13 -0.47
C: -1.74 -4.08 2.79
C: -1.78 -2.55 2.82
C: -2.75 -2.09 3.89
C: -0.38 -2.02 3.08
O: -2.27 -2.03 1.52
Ge: -2.70 -3.14 0.23
O: -0.98 -1.28 -1.04
C: -0.12 -2.10 -1.99
C: 0.39 -3.31 -1.24
C: -1.03 -2.49 -3.14
C: 1.01 -1.23 -2.50
O: -3.56 -1.70 -0.66
C: -4.69 -1.99 -1.60
C: -6.02 -1.74 -0.88
C: -4.64 -3.46 -2.01
C: -4.53 -1.11 -2.81
H: -1.33 -4.45 3.73
H: -1.09 -4.44 1.99
H: -2.73 -4.51 2.66
H: -2.49 -2.54 4.84
H: -3.78 -2.36 3.63
H: -2.70 -1.00 4.01
H: -0.08 -2.28 4.09
H: -0.33 -0.93 2.97
H: 0.34 -2.44 2.38
H: -0.32 -4.14 -1.27
H: 0.63 -3.05 -0.21
H: 1.32 -3.65 -1.71
H: -1.87 -3.09 -2.80
H: -0.45 -3.09 -3.84
H: -1.40 -1.61 -3.67
H: 1.69 -0.97 -1.68
H: 0.62 -0.31 -2.94
H: 1.55 -1.80 -3.25
H: -5.93 -1.96 0.18
H: -6.79 -2.40 -1.29
H: -6.37 -0.72 -1.00
H: -4.90 -4.13 -1.18
H: -3.67 -3.75 -2.41
H: -5.38 -3.62 -2.80
H: -4.32 -0.08 -2.52
H: -5.45 -1.12 -3.40
H: -3.72 -1.45 -3.45
N: 3.01 2.05 -1.27
C: 1.81 1.66 -1.64
N: 0.81 1.40 -0.83
C: 1.04 1.51 0.50
N: 0.13 1.28 1.41
N: -1.12 0.83 1.10
C: -1.92 0.86 2.10
C: -3.37 0.78 1.87
C: -4.30 1.02 2.85
C: -5.62 1.23 2.46
C: -5.94 1.25 1.11
C: -4.94 0.96 0.19
N: -3.69 0.69 0.57
C: 2.31 2.02 1.00
C: 2.58 2.23 2.36
C: 3.81 2.70 2.76
C: 4.81 2.96 1.80
C: 4.56 2.76 0.46
C: 3.31 2.29 0.08
H: 3.73 2.21 -1.96
H: 1.66 1.55 -2.71
H: -1.52 1.16 3.06
H: -4.00 1.07 3.89
H: -6.38 1.42 3.20
H: -6.94 1.48 0.77
H: -5.14 0.98 -0.87
H: 1.80 2.01 3.08
H: 4.02 2.87 3.81
H: 5.78 3.33 2.12
H: 5.33 2.96 -0.28
N: -2.05 1.15 -1.48
P: -2.06 2.79 -1.89
C: -3.74 3.17 -2.36
C: -4.29 2.41 -3.40
C: -5.55 2.71 -3.88
C: -6.26 3.78 -3.34
C: -5.71 4.55 -2.33
C: -4.44 4.26 -1.84
C: -1.57 3.76 -0.49
C: -2.42 3.83 0.62
C: -2.03 4.54 1.74
C: -0.78 5.17 1.77
C: 0.06 5.11 0.67
C: -0.33 4.41 -0.46
C: -1.05 3.07 -3.31
C: -0.75 4.38 -3.70
C: -0.07 4.60 -4.89
C: 0.30 3.52 -5.69
C: -0.03 2.22 -5.32
C: -0.70 1.99 -4.13
H: -3.73 1.59 -3.84
H: -5.98 2.13 -4.69
H: -7.25 4.02 -3.73
H: -6.26 5.39 -1.93
H: -4.01 4.89 -1.08
H: -3.39 3.35 0.60
H: -2.70 4.62 2.59
H: -0.48 5.72 2.66
H: 1.01 5.62 0.69
H: 0.32 4.38 -1.32
H: -1.07 5.22 -3.09
H: 0.16 5.61 -5.20
H: 0.83 3.70 -6.62
H: 0.24 1.39 -5.97
H: -0.97 0.98 -3.84
S: 2.11 -1.21 1.01
Sb: 4.20 -1.96 1.51
C: 4.44 -3.85 0.65
C: 3.86 -4.96 1.27
C: 3.96 -6.21 0.67
C: 4.64 -6.35 -0.54
C: 5.21 -5.24 -1.16
C: 5.12 -3.99 -0.56
C: 4.43 -2.02 3.57
C: 4.88 -3.17 4.23
C: 4.92 -3.19 5.62
C: 4.53 -2.07 6.34
C: 4.10 -0.92 5.68
C: 4.05 -0.89 4.29
C: 5.54 -0.61 0.65
C: 6.62 -0.10 1.37
C: 7.49 0.81 0.76
C: 7.27 1.19 -0.56
C: 6.19 0.68 -1.28
C: 5.32 -0.21 -0.67
H: 3.32 -4.86 2.21
H: 3.53 -7.08 1.14
H: 4.74 -7.33 -1.00
H: 5.74 -5.36 -2.09
H: 5.58 -3.13 -1.04
H: 5.20 -4.05 3.67
H: 5.27 -4.07 6.14
H: 4.56 -2.09 7.42
H: 3.82 -0.04 6.25
H: 3.70 0.00 3.77
H: 6.80 -0.41 2.39
H: 8.34 1.20 1.31
H: 7.96 1.89 -1.03
H: 6.05 0.97 -2.31
H: 4.46 -0.60 -1.22

energy: -189325.6011 eV
lowest unoccupied orbital energy: -0.310 Ha
gap between HOMO and LUMO: 0.19748 Eh
charge: +3
multiplicity: 1
ΔE to the lowest compared entry with this formula, charge and spin: 0.5722 eV
highest occupied orbital energy: -13.81 eV

DFT (ωB97M-V/def2-TZVPD) results for the ion C4H9N2O2 with charge -1 at a distorted geometry.

Positions of all 17 atoms, in Å:
O: -1.50 0.18 2.09
C: -1.00 0.06 1.04
N: -1.89 -0.34 0.03
C: 0.56 -0.04 0.84
C: 0.73 -1.49 0.84
N: 1.19 0.68 -0.28
C: 0.51 0.61 -1.75
O: 1.43 0.80 -2.60
H: -2.78 -0.50 0.34
H: -1.68 -0.39 -0.94
H: 1.07 0.32 1.69
H: 0.30 -1.96 1.72
H: 0.16 -1.92 0.00
H: 1.68 -1.99 0.81
H: 2.10 0.45 -0.13
H: 0.05 -0.44 -1.69
H: -0.24 1.38 -1.72

energy: -11367.9471 eV
lowest unoccupied orbital energy: 0.140 Ha
gap between HOMO and LUMO: 0.24272 Eh
charge: -1
multiplicity: 1
ΔE to the lowest compared entry with this formula, charge and spin: 3.2185 eV
highest occupied orbital energy: -2.79 eV

DFT (ωB97M-V/def2-TZVPD) results for a cluster of 2 separate species, C5H10O2 in total.

Positions of all 17 atoms, in Å:
O: -1.21 0.03 -1.96
C: -1.74 0.51 -0.99
C: -1.12 0.56 0.38
C: 0.35 0.18 0.41
C: 0.96 -0.17 1.78
O: 1.36 -1.47 1.33
C: 0.71 -1.28 0.06
H: 0.79 0.59 -2.68
H: -2.76 0.94 -1.06
H: 1.43 0.95 -2.81
H: -1.71 -0.13 1.01
H: -1.29 1.55 0.81
H: 0.95 0.90 -0.15
H: 0.23 -0.23 2.60
H: 1.81 0.43 2.11
H: 1.40 -1.42 -0.78
H: -0.15 -1.94 -0.06

energy: -9439.6962 eV
lowest unoccupied orbital energy: 0.033 Ha
gap between HOMO and LUMO: 0.38940 Eh
charge: 0
multiplicity: 1
ΔE to the lowest compared entry with this formula, charge and spin: 3.3468 eV
highest occupied orbital energy: -9.69 eV

DFT (ωB97M-V/def2-TZVPD) results for the molecule C3H6INO at a distorted geometry.

Positions of all 12 atoms, in Å:
C: 1.17 -1.20 -0.75
C: -0.39 0.96 1.24
C: -0.18 -0.61 -0.63
N: -0.17 0.78 -0.18
O: 1.47 -1.89 -1.73
I: -1.61 2.02 -1.39
H: 1.88 -1.30 0.10
H: -1.39 1.02 1.67
H: 0.29 0.20 1.70
H: 0.20 1.83 1.61
H: -0.59 -0.55 -1.67
H: -0.68 -1.26 0.03

energy: -14844.0560 eV
lowest unoccupied orbital energy: -0.040 Ha
gap between HOMO and LUMO: 0.29729 Eh
charge: 0
multiplicity: 1
ΔE to the lowest compared entry with this formula, charge and spin: 1.9801 eV
highest occupied orbital energy: -9.18 eV

DFT (ωB97M-V/def2-TZVPD) results for the molecule C3H8N2S3 at a distorted geometry.

Positions of all 16 atoms, in Å:
C: 2.64 0.35 -0.24
C: -0.86 0.36 0.28
C: -3.29 -1.02 0.39
N: 1.41 -0.17 0.39
N: 0.35 0.68 0.16
S: 2.80 0.14 -2.05
S: 3.09 1.99 0.38
S: -1.51 -1.26 0.59
H: 3.35 -0.27 0.12
H: -1.70 1.00 0.07
H: -3.41 -0.46 -0.64
H: -3.74 -0.66 1.23
H: -3.78 -2.03 0.49
H: 1.17 -1.17 0.22
H: 1.50 0.41 -2.52
H: 1.96 2.11 1.13

energy: -38724.1905 eV
lowest unoccupied orbital energy: 0.024 Ha
gap between HOMO and LUMO: 0.33700 Eh
charge: 0
multiplicity: 1
ΔE to the lowest compared entry with this formula, charge and spin: 1.6598 eV
highest occupied orbital energy: -8.52 eV